Entry 1:
Density functional theory data (ωB97M-V/def2-TZVPD) for a structure of composition C43H33CdN9O.

The relative energy (zero: lowest compared OMol25 entry of this formula, charge and spin) is 0.0 kcal/mol. The energy comes out at -65140.6303 eV. As for the net charge: +2. The LUMO energy comes out at -5.3 eV. Its molecular weight is 804.21 g mol⁻¹. For the largest force on an atom, the calculation gives 0.008 Eh/bohr.

```
87
Properties=species:S:1:pos:R:3:forces:R:3:lowdin_charge:R:1
Cd -0.39526 0.36432 0.48406 -0.13 0.07 -0.32 1.408
C -2.63233 2.10419 2.96672 -0.05 0.03 0.16 -0.028
C -1.51697 1.32091 3.58057 0.10 -0.01 0.05 -0.300
C -1.15397 1.60260 4.89705 -0.02 0.04 -0.01 0.001
C -0.13433 0.89671 5.49349 0.02 -0.04 -0.04 -0.008
C 0.46778 -0.12841 4.77720 -0.03 0.10 0.04 0.001
C 0.03305 -0.38235 3.49047 0.14 -0.29 0.03 -0.223
N -0.91077 0.35421 2.87665 0.05 0.17 0.00 0.077
C 0.56065 -1.57034 2.75531 -0.01 -0.01 -0.23 -0.205
C 1.04073 -2.67692 3.43672 0.07 -0.23 -0.07 0.017
C 1.44898 -3.78266 2.70293 -0.03 0.13 0.16 0.000
C 1.36380 -3.76075 1.32387 0.09 -0.17 0.02 0.017
C 0.88057 -2.62009 0.70196 -0.13 0.22 0.19 -0.222
N 0.49654 -1.55979 1.41891 -0.16 0.24 0.12 0.063
C 0.73385 -2.52716 -0.77340 0.00 0.02 0.06 -0.260
C 1.55397 -3.27516 -1.59663 0.08 -0.07 -0.18 -0.010
C 1.37328 -3.19017 -2.97135 -0.05 0.04 0.06 -0.013
C 0.34901 -2.40210 -3.44799 -0.02 -0.05 0.08 0.001
C -0.44634 -1.68336 -2.55116 0.03 -0.07 -0.15 -0.298
C -1.60395 -0.90594 -3.10066 -0.07 -0.04 -0.07 -0.024
N -0.22443 -1.70313 -1.23366 0.09 0.01 -0.04 0.106
H -3.56614 1.89316 3.49203 0.02 -0.03 -0.01 0.106
H -2.76441 1.86490 1.92147 -0.04 -0.13 -0.11 0.024
H -2.44079 3.17276 3.07099 -0.03 -0.01 -0.04 0.093
H -1.67498 2.38651 5.42996 0.00 0.00 0.00 0.131
H 0.18350 1.12452 6.50180 0.00 0.00 0.00 0.128
H 1.26831 -0.70551 5.21523 -0.02 -0.01 -0.01 0.119
H 1.05717 -2.70012 4.51556 0.00 -0.02 -0.01 0.121
H 1.80941 -4.66887 3.20657 0.00 0.00 0.03 0.129
H 1.64296 -4.63814 0.75634 -0.05 0.09 -0.04 0.125
H 2.33845 -3.90350 -1.19680 -0.07 0.04 0.07 0.120
H 2.01032 -3.74942 -3.64292 -0.01 0.00 -0.02 0.126
H 0.13205 -2.34359 -4.50582 0.03 -0.01 0.00 0.127
H -2.01006 -1.43745 -3.96067 0.00 0.07 -0.03 0.097
H -1.28441 0.07890 -3.44945 -0.01 0.00 0.02 0.092
H -2.40002 -0.78633 -2.37012 0.17 -0.18 -0.11 0.052
C 9.07837 10.69113 0.64529 -0.04 0.03 0.00 -0.057
O 7.66210 10.79345 0.74506 0.02 -0.04 0.00 -0.060
C 6.93279 9.66931 0.64501 0.08 0.14 0.02 -0.273
C 5.54888 9.83888 0.75543 -0.07 -0.14 -0.01 0.023
C 4.71225 8.75082 0.67083 0.09 0.11 0.01 -0.010
C 5.23536 7.46869 0.47359 -0.03 -0.11 -0.04 -0.164
C 6.61303 7.31248 0.36207 -0.02 0.01 0.02 -0.023
C 7.46928 8.39819 0.44698 -0.08 -0.01 0.00 -0.002
C 4.31201 6.34070 0.39209 0.25 0.13 -0.09 -0.238
N 3.00302 6.42547 0.48718 -0.12 -0.13 0.06 0.196
C 2.55381 5.14180 0.37547 -0.07 0.09 0.02 -0.173
C 3.59397 4.26106 0.20273 0.03 -0.18 -0.13 -0.126
N 4.72387 5.04398 0.20031 -0.16 -0.05 0.10 0.192
C 3.39616 2.85941 0.02568 0.02 0.28 0.05 -0.063
C 4.42268 1.93338 -0.20344 0.10 0.00 0.00 0.024
C 4.11739 0.61008 -0.36693 -0.19 -0.10 -0.02 -0.019
C 2.77499 0.22016 -0.29792 0.16 0.15 -0.05 -0.119
N 1.78786 1.07439 -0.08942 0.00 -0.03 0.22 0.023
C 2.07005 2.38606 0.08013 -0.15 -0.07 -0.02 -0.146
C 0.95791 3.30895 0.29916 0.14 -0.26 -0.01 -0.153
N -0.29209 2.79995 0.36703 -0.05 -0.12 -0.01 0.035
C -1.30500 3.63836 0.49032 -0.03 0.19 -0.04 -0.164
C -1.16053 5.02771 0.57617 0.22 -0.06 -0.02 -0.012
C 0.10855 5.55520 0.55531 -0.14 -0.13 0.02 0.044
C 1.19864 4.68224 0.41675 0.09 0.21 -0.02 -0.064
H 9.45467 11.70326 0.75194 0.01 -0.01 0.00 0.098
H 9.37225 10.29367 -0.32819 0.01 0.00 0.01 0.099
H 9.48184 10.06602 1.44430 0.01 0.00 -0.01 0.099
H 5.16335 10.83654 0.91057 0.00 0.01 0.00 0.128
H 3.64221 8.87511 0.75770 -0.01 0.00 0.00 0.115
H 7.05875 6.33583 0.20997 -0.01 0.00 -0.01 0.106
H 8.53422 8.24693 0.36128 0.00 0.00 -0.01 0.108
H 5.67859 4.74354 0.10896 -0.03 0.01 0.00 0.151
H 5.45145 2.26677 -0.25073 0.01 -0.01 -0.01 0.126
H 4.88327 -0.13001 -0.54746 0.01 0.00 0.00 0.119
H 2.50779 -0.81778 -0.42487 -0.03 -0.05 -0.01 0.085
H -2.29478 3.20659 0.53146 0.01 0.01 -0.09 0.082
H -2.03811 5.65164 0.66232 0.00 0.03 0.01 0.120
H 0.29865 6.61734 0.63444 -0.02 0.01 0.00 0.132
N -6.70995 -1.22017 0.79000 0.00 -0.05 0.01 0.205
C -5.88276 -0.64031 0.24597 -0.13 0.02 0.04 -0.161
C -4.84486 0.10306 -0.40428 0.12 -0.03 -0.04 -0.186
C -5.10383 0.94118 -1.48572 -0.02 -0.06 -0.01 0.034
C -4.04705 1.62524 -2.05954 0.12 0.05 0.06 -0.009
C -2.77699 1.46198 -1.52999 -0.17 0.23 0.07 -0.178
N -2.52732 0.65883 -0.49224 0.05 -0.03 0.40 -0.048
C -3.54098 -0.01433 0.05851 0.09 0.07 -0.14 -0.096
H -6.11251 1.04150 -1.86369 0.01 0.01 0.00 0.140
H -4.20028 2.28359 -2.90233 0.00 0.01 -0.01 0.127
H -1.92979 1.99588 -1.94332 -0.01 -0.01 0.02 0.117
H -3.30907 -0.66666 0.89118 -0.02 -0.01 0.03 0.126
```
Forces are in eV/Å.

Entry 2:
Density functional theory data (ωB97M-V/def2-TZVPD) for a structure of composition C43H33ClF3HgN4O2PTe.

The energy comes out at -96615.3108 eV. The expectation value of S² is 0.77. As for the net charge: -1. The LUMO energy (alpha / beta) comes out at 2.1 / 2.1 eV. Its molecular weight is 1089.37 g mol⁻¹. For the largest force on an atom, the calculation gives 0.009 Eh/bohr. The spin multiplicity is 2.

```
89
Properties=species:S:1:pos:R:3:forces:R:3:mulliken_spin:R:1
Hg 1.32644 -0.55211 0.53097 0.19 0.30 0.33 -0.004
Cl -1.29129 -2.34097 -1.61427 -0.01 -0.04 0.02 0.003
C -1.77878 -1.31448 -2.93161 -0.01 0.09 -0.02 0.000
C -2.22475 -1.92278 -4.09299 0.00 -0.01 0.01 -0.001
C -2.63316 -1.13658 -5.15864 0.00 -0.02 -0.02 0.001
C -2.59516 0.24433 -5.04877 0.00 0.03 0.01 -0.002
C -2.14698 0.83637 -3.87700 0.01 -0.03 0.00 0.000
C -1.72580 0.07303 -2.78681 -0.06 0.03 -0.08 0.004
P -0.98276 0.79691 -1.26800 0.07 0.09 0.02 -0.016
C -1.01562 2.58811 -1.66563 -0.07 0.01 -0.02 0.001
C 0.14405 3.18385 -2.15729 -0.01 0.02 0.02 0.000
C 0.17705 4.53836 -2.44897 -0.01 -0.01 -0.01 0.002
C -0.95000 5.32247 -2.24411 0.01 0.00 -0.01 0.000
C -2.10621 4.74347 -1.74474 -0.02 0.00 0.01 0.000
C -2.13794 3.38478 -1.45720 -0.01 0.00 -0.03 -0.001
C -2.37942 0.67784 -0.08546 -0.01 -0.12 0.02 0.000
C -2.11131 1.02688 1.24000 -0.01 0.02 -0.05 0.000
C -3.09802 0.91079 2.20690 0.02 0.01 0.00 0.000
C -4.35849 0.43773 1.86715 -0.01 0.00 0.01 0.000
C -4.63111 0.08718 0.55271 0.00 0.00 -0.01 0.000
C -3.64698 0.20808 -0.42017 -0.01 -0.02 0.03 -0.001
H -2.24135 -3.00256 -4.15295 0.00 0.00 -0.01 0.000
H -2.97411 -1.60660 -6.07219 0.00 0.00 0.00 0.000
H -2.91149 0.86616 -5.87659 0.00 0.00 0.00 0.000
H -2.11428 1.91538 -3.80252 -0.01 0.00 -0.01 0.001
H 1.04425 2.59586 -2.27239 0.01 -0.03 0.00 0.003
H 1.09337 4.98620 -2.81235 0.00 0.00 0.00 0.000
H -0.91918 6.38422 -2.45507 0.00 0.00 0.00 0.000
H -2.98589 5.35024 -1.56711 0.00 0.00 0.00 0.000
H -3.04241 2.94479 -1.05475 0.00 0.00 0.00 0.000
H -1.12090 1.39127 1.49229 -0.01 0.00 0.02 0.000
H -2.87087 1.17456 3.23223 0.00 0.00 0.00 0.000
H -5.12437 0.33608 2.62635 0.00 0.00 0.00 0.000
H -5.61132 -0.28526 0.28021 0.00 0.00 0.00 0.000
H -3.87205 -0.07098 -1.44264 0.01 0.00 0.00 0.000
O 0.88344 1.91436 0.50353 -0.09 -0.08 -0.10 -0.013
C 1.40165 2.99968 0.93881 0.09 0.06 0.02 -0.004
C 0.58048 4.12710 1.23494 -0.01 -0.03 -0.02 0.000
C 1.09725 5.32065 1.67965 0.02 0.01 0.02 0.000
C 2.47304 5.48235 1.86835 -0.01 -0.01 -0.01 0.000
C 3.29893 4.41056 1.58715 0.01 0.02 0.02 0.001
C 2.80810 3.18873 1.12086 -0.06 -0.02 0.00 -0.003
C 3.75081 2.12117 0.78816 0.04 -0.02 0.00 0.007
N 3.56380 0.81509 0.80568 0.03 -0.09 0.00 -0.001
C 4.74944 0.23856 0.41501 0.03 0.03 -0.04 -0.011
C 5.67592 1.19839 0.15986 -0.02 -0.01 -0.02 0.009
N 5.03194 2.39036 0.40180 -0.02 0.02 0.00 -0.004
H -0.48654 4.00591 1.08317 0.00 0.00 -0.01 0.000
H 0.42430 6.14511 1.89131 0.00 0.00 0.00 0.000
H 2.88197 6.41290 2.23931 0.00 0.00 0.00 0.000
H 4.36539 4.51712 1.76583 0.00 -0.01 0.00 0.000
H 4.85202 -0.82966 0.31410 0.00 0.00 0.01 -0.004
H 6.69249 1.14935 -0.18703 0.00 0.00 0.01 0.000
H 5.39914 3.31068 0.24492 0.00 0.00 -0.01 0.000
F -0.39819 -1.04446 2.94232 0.12 0.04 0.04 0.001
C 0.81142 -0.48234 2.60476 -0.10 -0.10 -0.05 0.004
F 0.78049 0.75574 3.13745 -0.01 -0.08 -0.02 0.000
F 1.72924 -1.16928 3.35717 -0.07 0.07 0.00 0.000
O 0.90439 -6.59577 -1.93969 0.03 -0.03 -0.03 0.000
C 0.39815 -5.66169 -1.57007 -0.03 0.05 0.04 0.003
C 0.24748 -4.10074 3.81656 0.10 0.07 -0.02 0.000
Te 0.62249 -4.21732 1.70931 -0.15 -0.08 0.05 -0.002
C -1.44469 -3.65958 1.56989 0.08 0.03 -0.12 0.000
C -2.06301 -4.07112 2.87633 -0.09 0.02 -0.04 0.000
C -3.44064 -4.21150 3.01368 -0.01 0.00 -0.01 0.000
C -3.99591 -4.57156 4.23158 -0.01 0.01 -0.02 0.000
C -3.17242 -4.78845 5.32760 0.01 0.00 0.02 0.000
C -1.80021 -4.64223 5.19743 0.01 0.00 0.00 0.000
C -1.23720 -4.28558 3.97573 0.03 -0.03 0.09 0.000
H 0.56088 -3.11788 4.16739 0.01 -0.04 -0.01 0.000
H 0.81336 -4.86797 4.34077 0.00 -0.01 -0.01 0.000
H -1.90839 -4.15050 0.71687 -0.01 -0.02 0.01 0.000
H -1.50499 -2.57918 1.43693 0.00 -0.02 -0.04 0.000
H -4.07981 -4.03767 2.15573 0.00 0.01 0.00 0.000
H -5.06869 -4.68577 4.32379 0.00 0.00 0.00 0.000
H -3.59796 -5.07411 6.28144 0.00 0.00 0.00 0.000
H -1.15400 -4.80912 6.05158 0.00 0.00 0.00 0.000
N 5.97544 -1.99012 -5.04343 -0.01 0.00 0.00 0.180
C 5.15022 -1.81468 -4.24657 0.01 0.00 0.00 -0.021
C 4.15083 -1.60291 -3.28128 0.01 0.00 -0.03 0.313
C 3.35441 -0.41656 -3.26155 -0.03 0.02 0.00 0.001
C 2.41533 -0.23975 -2.29871 -0.01 -0.03 0.00 0.234
N 2.15508 -1.15820 -1.31255 0.09 -0.07 0.07 0.243
C 2.90986 -2.31078 -1.33438 -0.09 -0.02 -0.04 0.122
C 3.86615 -2.56337 -2.26421 -0.02 -0.02 0.03 -0.012
H 3.49345 0.35104 -4.01084 0.01 -0.01 0.00 0.009
H 1.80834 0.65266 -2.26428 0.00 0.06 0.01 -0.071
H 2.68500 -3.03111 -0.55721 0.03 0.00 0.00 0.021
H 4.40740 -3.49918 -2.22357 0.01 0.01 -0.01 0.006
```
Forces are in eV/Å.